No. 1
This record from OMol25 describes C18H29F3NO5P2RuS as an isolated structure in a non-equilibrium geometry. The level of theory is wB97M-V/def2-TZVPD.

```
! RIJCOSX wB97M-V def2-TZVPD def2/J DEFGRID3
* xyz 1 5
C -0.1138 -3.3137 2.7286
C 0.2610 -2.2296 1.9321
N -0.6595 -1.5482 1.2118
C -1.9476 -1.9106 1.2430
C -2.3610 -2.9949 2.0250
C -1.4289 -3.6856 2.7908
C 1.7097 -1.9448 1.6882
P 1.9784 -0.3387 0.8261
Ru -0.0543 0.2611 0.0780
P -1.9748 -0.2385 -0.9728
C -2.8866 -1.1260 0.3572
C 0.8057 1.5819 -1.2836
C 1.2142 2.8125 -0.7477
C 1.5589 3.8578 -1.6095
C 1.5548 3.6643 -2.9880
C 1.2079 2.4257 -3.5188
C 0.8435 1.3713 -2.6737
O 2.4590 -3.9595 -0.3636
O 0.0519 -3.1004 -1.5078
H 0.6708 -3.8171 3.3063
H -3.4100 -3.2498 1.9545
H -1.7697 -4.5277 3.4057
C 2.6040 0.8056 2.1068
C 3.4047 -0.6240 -0.2723
H -3.6232 -1.8048 -0.0802
H -3.4299 -0.3732 0.9481
H 2.1053 -2.6907 1.0291
H 2.3437 -2.0536 2.5814
C -2.9497 1.2242 -1.3460
C -2.1338 -1.3287 -2.4183
H 1.2670 2.9255 0.3444
H 1.8201 4.8163 -1.1656
H 1.8189 4.4750 -3.6431
H 1.2160 2.2419 -4.5918
H 0.5851 0.3785 -3.0643
H 0.5652 -2.3082 -1.2749
H 0.4891 -3.1893 -2.3911
H 1.5178 -3.8557 -0.6037
H 2.4112 -4.7543 0.1630
H 0.0593 -0.5316 -1.2589
H 3.4461 0.3518 2.6494
H 2.9088 1.7124 1.5734
H 1.7694 1.0618 2.7685
H 4.3378 -0.6799 0.3110
H 3.2680 -1.5576 -0.8369
H 3.4568 0.2277 -0.9627
H -3.1696 -1.6382 -2.5492
H -1.7485 -0.7859 -3.2788
H -1.5211 -2.2026 -2.2399
H -3.8996 0.9538 -1.8244
H -3.1278 1.7823 -0.4188
H -2.3626 1.8486 -2.0283
F -1.2480 5.3234 1.8702
C -1.7087 4.1600 1.3438
F -3.0699 4.1476 1.3146
F -1.2975 4.1241 0.0176
S -1.0253 2.6910 2.2370
O 0.3734 2.9431 2.3536
O -1.8045 2.6214 3.4592
O -1.3575 1.5730 1.2961
*
```

Values from the calculation:
HOMO-LUMO gap (alpha / beta) = 0.152 / 0.170 hartree
LUMO energy (alpha / beta) = -3.25 / -6.95 eV


No. 2
This record from OMol25 describes C18H29N2O2P2SSc as an isolated structure in a non-equilibrium geometry. The level of theory is wB97M-V/def2-TZVPD.

```
! RIJCOSX wB97M-V def2-TZVPD def2/J DEFGRID3
* xyz 0 1
C -1.0536 3.2156 -2.6708
C -1.1035 2.1499 -1.7559
N 0.0754 1.7384 -1.1733
C 1.2450 2.3543 -1.4151
C 1.3239 3.3979 -2.3347
C 0.1577 3.8245 -2.9688
C -2.3209 1.4245 -1.4481
P -2.3695 0.2686 -0.1036
Sc 0.0042 0.2125 0.1348
P 2.3752 0.2611 0.1556
C 2.4506 1.9617 -0.5641
C -0.0894 -1.6172 1.6201
C -0.5031 -1.3945 2.9768
C -0.5133 -2.3540 4.0150
C -0.1072 -3.5792 3.5951
C 0.2858 -3.8535 2.3101
C 0.3394 -2.8932 1.2875
O -1.5486 -0.4315 -3.5653
O 1.1295 -0.7766 -3.3786
H -1.9830 3.5510 -3.1392
H 2.2922 3.8786 -2.5184
H 0.1881 4.6454 -3.6874
C -3.2537 0.9050 1.3359
C -3.2660 -1.2116 -0.6050
H 3.3886 2.0841 -1.1301
H 2.4972 2.6536 0.2987
H -1.8626 0.1895 -2.8619
H -3.2592 1.8527 -1.8140
C 3.2227 0.3250 1.7368
C 3.2888 -0.8128 -0.9281
H -0.9474 -0.1689 3.3064
H -0.8076 -2.0050 4.9367
H -0.1385 -4.3317 4.3718
H 0.5818 -4.8631 2.0359
H 0.6350 -3.1068 0.3073
H -0.2210 -1.2708 -0.7160
H 1.1185 -1.7300 -3.5558
H 0.1734 -0.5245 -3.5059
H -1.8715 -0.0342 -4.3896
H 0.2696 -0.6940 -1.2397
H -4.2960 1.1113 1.0578
H -3.2328 0.1599 2.1481
H -2.7772 1.8289 1.6948
H -4.3240 -0.9563 -0.7604
H -2.8450 -1.6028 -1.5435
H -3.1887 -1.9846 0.1798
H 4.3392 -0.4855 -0.9815
H 3.2541 -1.8501 -0.5446
H 2.8239 -0.7918 -1.9297
H 4.2741 0.6104 1.5914
H 2.7326 1.0400 2.4162
H 3.1739 -0.6684 2.2104
S 0.1717 0.2869 2.2177
C 0.0553 0.0310 4.0058
N 0.0160 0.0304 5.2830
*
```

Values from the calculation:
HOMO-LUMO gap (alpha / beta) = 0.209 / 0.205 hartree
LUMO energy (alpha / beta) = -0.24 / -0.32 eV


No. 3
This record from OMol25 describes C18H29N4NiO9P2S as an isolated structure. The level of theory is wB97M-V/def2-TZVPD.

```
! RIJCOSX wB97M-V def2-TZVPD def2/J DEFGRID3
* xyz -1 3
Ni 0.4359 -0.0279 0.0267
C 2.7051 1.6978 1.1287
N 1.6383 0.8261 1.6351
C 2.2616 -0.2766 2.3880
C 0.7474 1.6065 2.5085
C -0.6308 0.9796 2.6070
N -1.2867 0.9806 1.2977
C -2.4835 0.1346 1.3126
C -1.6730 2.3349 0.9255
H 3.2283 2.1884 1.9613
H 2.2790 2.4559 0.4711
H 3.4145 1.1076 0.5553
H 2.8894 0.1310 3.1931
H 2.8835 -0.8622 1.7161
H 1.5011 -0.9364 2.7931
H 0.6738 2.6120 2.0906
H 1.1883 1.7108 3.5094
H -1.2307 1.5275 3.3526
H -0.5463 -0.0554 2.9279
H -3.2326 0.5266 2.0184
H -2.2099 -0.8766 1.5919
H -2.9153 0.1065 0.3127
H -2.2002 2.8409 1.7496
H -2.3541 2.2921 0.0768
H -0.8086 2.9342 0.6435
C 5.3608 -3.7893 2.7595
C 4.8154 -3.1052 1.5349
C 5.4816 -2.0252 0.9591
C 4.9701 -1.3901 -0.1624
C 3.7785 -1.8432 -0.7089
C 3.1081 -2.9277 -0.1648
C 3.6271 -3.5480 0.9601
S 3.0986 -0.9955 -2.0995
O 4.1866 -0.3182 -2.7754
O 2.3615 -1.9531 -2.9008
N 2.1210 0.0431 -1.3662
C 1.5138 1.0240 -2.0947
C 1.7992 1.4241 -3.4146
C 1.0081 2.3867 -3.9923
C -0.0480 2.9499 -3.2783
C -0.2468 2.5200 -1.9846
N 0.5223 1.6115 -1.3848
H 6.1705 -3.2136 3.2090
H 5.7492 -4.7792 2.5109
H 4.5770 -3.9261 3.5056
H 6.4093 -1.6735 1.3971
H 5.4812 -0.5528 -0.6194
H 2.1787 -3.2689 -0.5986
H 3.0647 -4.3556 1.4110
H 2.6137 0.9627 -3.9509
H 1.2028 2.6958 -5.0123
H -0.7040 3.6881 -3.7170
H -1.0628 2.9161 -1.3998
O -1.7001 -3.4675 1.2780
P -0.1856 -3.0058 1.0396
O 0.7727 -3.8700 1.7501
O -0.1104 -1.5017 1.2895
O -0.0398 -3.1627 -0.5724
P -1.0270 -2.3226 -1.5819
O -0.4770 -2.8134 -2.9887
O -2.4196 -2.7778 -1.3453
O -0.7096 -0.8510 -1.4106
H -2.2211 -3.3002 0.4571
H 0.3979 -2.4160 -3.1598
*
```

Values from the calculation:
HOMO-LUMO gap (alpha / beta) = 0.302 / 0.303 hartree
LUMO energy (alpha / beta) = 2.58 / 2.57 eV


No. 4
This record from OMol25 describes one molecule with the formula C18H29N5O2S in a non-equilibrium geometry. The level of theory is wB97M-V/def2-TZVPD.

```
! RIJCOSX wB97M-V def2-TZVPD def2/J DEFGRID3
* xyz 0 1
C 2.4899 -1.9226 2.5893
C 3.2763 -0.7035 3.0543
H 2.7869 -0.2641 3.9265
H 4.2771 -1.0176 3.3571
C 3.4134 0.3610 1.9658
C 2.1387 1.0403 1.6220
N 1.9381 1.6545 0.5112
N 0.7503 2.2447 0.4117
C 0.0157 2.0736 1.4608
N -1.2637 2.5448 1.5769
C -2.1272 2.0504 2.5213
O -1.7447 1.3139 3.4033
C -3.5652 2.4580 2.3118
H -3.6184 3.5051 2.0108
C -4.1879 1.5880 1.2021
C -3.4069 1.8160 -0.0846
O -3.4523 2.9109 -0.6293
N -2.6258 0.8336 -0.5680
C -2.3821 -0.4721 0.0115
H -3.0995 -1.2050 -0.3774
C -0.9581 -0.9237 -0.3043
N -0.7161 -1.0813 -1.7341
C -1.5917 -0.2082 -2.5056
H -1.1379 -0.0012 -3.4728
C -1.8832 1.1072 -1.7920
H -2.4872 1.7727 -2.4123
H -0.9461 1.6245 -1.5493
H -2.5347 -0.7374 -2.6843
C 0.6967 -0.9116 -2.0556
C 1.5970 -1.8337 -1.2272
H 1.7940 -1.4396 -0.2334
H 1.1257 -2.8133 -1.1394
C 2.8588 -1.9324 -2.0738
H 3.5103 -2.7499 -1.7673
H 3.4177 -0.9976 -2.0056
C 2.3088 -2.1184 -3.4868
H 2.1000 -3.1741 -3.6619
H 3.0127 -1.7849 -4.2479
C 1.0015 -1.3083 -3.5153
H 1.1050 -0.4261 -4.1459
H 0.1830 -1.9139 -3.9027
H 1.0180 0.1303 -1.8777
H -0.2655 -0.1888 0.1313
H -0.7807 -1.8842 0.1887
H -2.4810 -0.4315 1.0978
H -5.2071 1.9362 1.0265
H -4.2246 0.5447 1.5054
H -4.1101 2.3153 3.2450
H -1.6020 3.1245 0.8175
S 0.7631 1.1258 2.7216
H 3.8269 -0.0732 1.0523
H 4.1144 1.1315 2.3034
H 2.9792 -2.3914 1.7381
H 2.4214 -2.6534 3.3912
H 1.4790 -1.6449 2.2992
*
```

Values from the calculation:
HOMO-LUMO gap = 0.336 hartree
SMILES = CCCc1nnc(NC(=O)CCC(=O)N2CCN(C3CCCC3)CC2)s1
LUMO energy = 0.69 eV


No. 5
This record from OMol25 describes one molecule with the formula C18H29N5S2. The level of theory is wB97M-V/def2-TZVPD.

```
! RIJCOSX wB97M-V def2-TZVPD def2/J DEFGRID3
* xyz 0 1
C -2.4530 0.4500 1.7676
H -1.7485 0.8446 1.0404
H -2.1444 0.7914 2.7532
H -3.4376 0.8608 1.5582
C -2.4810 -1.0844 1.7514
N -3.0356 -1.7443 0.5875
C -4.4670 -1.6106 0.3933
C -5.2649 -2.2941 1.5012
H -6.3077 -2.3724 1.2035
H -5.2208 -1.7324 2.4302
H -4.8733 -3.2926 1.6765
H -4.7911 -0.5610 0.3072
H -4.7001 -2.1068 -0.5528
C -2.2593 -1.6450 -0.6289
H -1.2078 -1.6559 -0.3303
C -2.5209 -0.4209 -1.5251
C -1.4321 -0.2382 -2.5869
N -0.1094 -0.0838 -2.0214
C 0.2156 0.9874 -1.2690
N -0.6589 1.9869 -1.2168
C -0.3720 3.0460 -0.4740
N 0.7058 3.2325 0.2643
C 1.5890 2.2456 0.2034
C 1.4450 1.0781 -0.5620
C 2.5772 0.2154 -0.4323
C 3.5057 0.7117 0.4212
S 3.0780 2.2633 1.0978
C 4.7866 0.0389 0.7716
N 4.7463 -1.3514 0.3567
C 6.0160 -2.0027 0.5867
H 6.2699 -1.9180 1.6423
H 5.9269 -3.0581 0.3346
H 6.8348 -1.5650 -0.0066
C 4.3020 -1.4613 -1.0198
C 2.8199 -1.0927 -1.1211
H 2.5422 -1.0300 -2.1765
H 2.2259 -1.8772 -0.6412
H 4.8891 -0.8056 -1.6883
H 4.4426 -2.4934 -1.3481
H 5.6276 0.5844 0.2954
H 4.9448 0.0754 1.8540
S -1.5906 4.2932 -0.4622
C -0.8081 5.4850 0.6607
H -0.6466 5.0104 1.6226
H 0.1392 5.8010 0.2370
H -1.4915 6.3225 0.7505
H 0.4432 -0.9146 -1.8968
H -1.6534 0.6655 -3.1597
H -1.4020 -1.0964 -3.2616
H -3.4803 -0.5272 -2.0324
H -2.5571 0.4861 -0.9258
H -2.4489 -2.5537 -1.2166
H -3.0520 -1.4312 2.6155
H -1.4574 -1.4550 1.8719
*
```

Values from the calculation:
HOMO-LUMO gap = 0.306 hartree
SMILES = CCN(CC)CCCNc1nc(SC)nc2sc3c(c12)CCN(C)C3
LUMO energy = 0.65 eV


No. 6
This record from OMol25 describes a 4-piece molecular cluster, C18H29NO14S3 overall in a non-equilibrium geometry. The level of theory is wB97M-V/def2-TZVPD.

```
! RIJCOSX wB97M-V def2-TZVPD def2/J DEFGRID3
* xyz 0 1
C -0.4985 4.7853 1.0046
C -2.0101 4.3104 0.4831
N -2.0853 2.8194 0.7468
C -2.9160 2.6331 2.0049
O -3.8884 1.7052 1.9519
O -2.5922 3.4163 3.2074
C -2.6130 2.6011 4.4318
C -1.1800 1.7844 4.7032
C -1.2528 0.3428 3.8886
C -2.4774 -0.6786 4.3434
C -2.6646 -2.1207 3.5551
C -1.5991 -2.4732 2.3414
C -0.3725 -1.4378 1.9054
C -0.1779 0.0255 2.6915
C 1.0283 1.0134 2.1746
H -0.0191 5.4336 0.1468
H 0.1994 3.8749 1.2569
H -0.5950 5.4504 1.9678
H -2.1545 4.4548 -0.6813
H -2.8815 4.9001 1.0364
H -2.4681 2.2853 -0.0642
H -2.6857 3.3731 5.3394
H -3.5454 1.8970 4.5428
H -1.1063 1.6271 5.8829
H -0.3116 2.4850 4.3497
H -3.2325 -0.3896 5.2005
H -3.5476 -2.8508 3.8474
H -1.7602 -3.5035 1.7704
H 0.3403 -1.7802 1.0295
H 0.8263 1.1981 1.0126
H 2.1056 0.5223 2.3077
H 1.0155 2.0915 2.6615
C -0.5475 -6.9551 0.2660
C 0.7967 -7.6779 0.2850
O 1.7501 -6.6835 0.6521
S 1.0376 -5.6102 1.6526
O 1.3632 -5.9765 3.0131
O 1.2476 -4.2828 1.1230
O -0.5068 -6.0457 1.3644
H -0.6692 -6.3733 -0.6534
H -1.3888 -7.6450 0.3730
H 1.0487 -8.1144 -0.6845
H 0.8127 -8.4602 1.0512
C -2.0027 1.5122 -3.4365
C -1.0260 1.2861 -4.5874
O 0.0375 2.2083 -4.3611
S 0.2240 2.4179 -2.7543
O 1.2957 1.5557 -2.3082
O 0.1826 3.8335 -2.4703
O -1.1902 1.7535 -2.2890
H -2.6184 2.4005 -3.6108
H -2.6513 0.6480 -3.2696
H -1.4853 1.4592 -5.5636
H -0.6080 0.2743 -4.5565
C 4.8557 1.4163 -4.0934
C 3.9094 0.3082 -3.6392
O 3.5716 -0.4043 -4.8270
S 4.8411 -0.3605 -5.8502
O 5.5853 -1.5911 -5.6989
O 4.3807 0.1287 -7.1289
O 5.6706 0.8300 -5.1070
H 4.3023 2.2485 -4.5404
H 5.4759 1.7909 -3.2747
H 3.0112 0.6997 -3.1558
H 4.4141 -0.3872 -2.9602
*
```

Values from the calculation:
HOMO-LUMO gap = 0.303 hartree
SMILES = CCNC(=O)OCCc1ccccc1C.O=S1(=O)OCCO1.O=S1(=O)OCCO1.O=S1(=O)OCCO1
LUMO energy = 0.26 eV